No. 1
ORCA calculation (the ωB97M-V functional and the def2-TZVPD basis) on a structure of composition C8H14Br6Cl6.

Values from the calculation:
HOMO-LUMO gap: 0.2890 Eh

Structure (ORCA input):
```
! wB97M-V def2-TZVPD RIJCOSX def2/J DEFGRID3
* xyz 0 1
Br -0.438 -5.683 -1.491
C -0.161 -4.285 -0.131
C -0.725 -2.961 -0.605
Br -0.333 -1.529 0.788
H 0.912 -4.214 0.047
H -0.687 -4.581 0.776
H -1.804 -3.096 -0.689
H -0.377 -2.647 -1.589
Br -3.333 4.078 1.580
C -1.968 4.097 0.109
C -0.647 4.040 0.824
Br 0.736 3.860 -0.592
H -2.118 5.080 -0.336
H -2.231 3.346 -0.636
H -0.449 3.277 1.576
H -0.508 5.000 1.321
Br 3.012 0.828 2.129
C 1.984 -0.763 1.692
C 2.967 -1.810 1.064
Br 2.076 -3.538 1.129
H 1.148 -0.603 1.011
H 1.475 -1.108 2.592
H 3.911 -2.001 1.574
H 3.254 -1.513 0.055
C -0.828 0.656 0.291
Cl -1.440 -0.040 1.803
Cl 0.824 1.300 0.529
Cl -2.008 1.862 -0.228
H -0.781 -0.162 -0.429
C -0.306 0.682 -2.923
Cl 0.687 1.785 -1.893
Cl -1.919 0.385 -2.170
Cl 0.535 -0.896 -3.281
H -0.464 1.151 -3.895
*
```

No. 2
ORCA calculation (the ωB97M-V functional and the def2-TZVPD basis) on an isolated molecule of C19H24O3.

Values from the calculation:
HOMO-LUMO gap: 0.2896 Eh

Structure (ORCA input):
```
! wB97M-V def2-TZVPD RIJCOSX def2/J DEFGRID3
* xyz 0 1
C 4.173 -1.534 -0.318
C 2.810 -2.234 -0.856
C 1.607 -1.158 -0.912
C 1.801 -0.074 -2.125
C 1.667 1.373 -1.431
C 2.882 2.369 -1.353
C 2.722 3.760 -0.663
O 3.901 4.586 -0.651
C 1.388 4.240 0.008
C 0.212 3.242 -0.043
C 0.354 1.852 -0.767
C -0.944 0.892 -0.809
O -1.243 0.227 -1.827
C -1.823 0.918 0.548
C -2.524 -0.363 1.195
C -3.957 0.078 1.771
C -2.652 -1.631 0.221
C -3.172 -2.975 0.927
C -1.870 -3.888 1.242
C -1.952 2.190 1.196
C -1.231 3.518 0.627
O -1.747 4.657 0.723
H 3.925 -0.496 0.119
H 4.677 -2.119 0.529
H 4.927 -1.423 -1.171
H 2.540 -3.033 -0.070
H 2.986 -2.716 -1.883
H 0.588 -1.668 -0.931
H 1.653 -0.573 0.085
H 0.964 -0.261 -2.897
H 2.838 -0.277 -2.549
H 3.880 2.050 -1.802
H 3.973 4.892 -1.586
H 1.254 5.249 0.512
H -1.896 -0.704 2.106
H -4.524 0.700 1.002
H -3.787 0.633 2.766
H -4.605 -0.832 2.020
H -3.317 -1.302 -0.667
H -1.615 -1.824 -0.253
H -3.845 -2.814 1.831
H -3.784 -3.570 0.150
H -1.316 -3.468 2.148
H -2.205 -4.972 1.352
H -1.181 -3.857 0.313
H -2.531 2.340 2.170
*
```

No. 3
ORCA calculation (the ωB97M-V functional and the def2-TZVPD basis) on a structure of composition C10H14Cl5NO7P2PdTe.

Values from the calculation:
HOMO-LUMO gap (spin up / spin down): 0.1886 / 0.1980 Eh

Structure (ORCA input):
```
! wB97M-V def2-TZVPD RIJCOSX def2/J DEFGRID3
* xyz 0 1
Pd -0.006 0.409 0.208
N 2.338 2.422 -2.830
C 1.611 1.551 -1.875
C 1.322 0.206 -2.506
P 2.823 1.394 -0.476
O 2.572 2.837 0.221
O 4.160 1.412 -1.121
O 2.399 0.293 0.452
P 0.180 2.616 -1.290
O -1.061 1.775 -1.970
O 0.402 3.901 -2.007
O -0.067 2.609 0.187
H 2.240 2.129 -3.803
H 3.338 2.389 -2.523
H 1.856 3.361 -2.687
H 2.268 -0.276 -2.763
H 0.696 0.304 -3.395
H 0.803 -0.459 -1.795
H 3.407 3.245 0.458
H -1.694 2.388 -2.343
Cl -5.305 -4.556 0.483
C -3.808 -3.740 0.266
C -3.715 -2.370 0.493
Cl -5.085 -1.499 1.044
C -2.517 -1.707 0.280
Cl -2.414 0.005 0.547
C -1.345 -2.375 -0.155
O -0.233 -1.784 -0.359
C -1.477 -3.778 -0.355
Cl -0.084 -4.626 -0.892
C -2.676 -4.440 -0.160
Cl -2.771 -6.131 -0.415
C -0.774 -0.881 3.835
Te 0.919 -0.618 2.477
C 1.185 1.445 3.077
H -0.482 -0.684 4.862
H -1.128 -1.906 3.767
H -1.582 -0.205 3.559
H 0.525 1.667 3.911
H 0.959 2.090 2.228
H 2.222 1.589 3.366
*
```

No. 4
ORCA calculation (the ωB97M-V functional and the def2-TZVPD basis) on an isolated molecule of C13H21NO4.

Values from the calculation:
HOMO-LUMO gap: 0.3201 Eh

Structure (ORCA input):
```
! wB97M-V def2-TZVPD RIJCOSX def2/J DEFGRID3
* xyz 0 1
C -0.325 2.514 -1.955
H -0.392 3.595 -1.835
O 0.632 2.303 -2.963
C 0.938 1.020 -3.314
C 0.355 -0.103 -2.738
C 0.741 -1.370 -3.160
C 1.707 -1.513 -4.153
C 2.278 -0.389 -4.718
C 1.902 0.875 -4.309
H 2.340 1.761 -4.740
H 3.026 -0.501 -5.489
H 1.989 -2.506 -4.462
O 0.228 -2.537 -2.663
C -0.789 -2.502 -1.692
C -0.302 -2.079 -0.295
O -0.928 -0.861 0.056
C -0.435 -0.252 1.228
C -0.840 -0.978 2.528
N -0.454 -0.309 3.747
H 0.543 -0.117 3.756
C -1.181 0.900 4.077
C -0.585 1.506 5.349
O 0.721 1.991 5.147
H 0.694 2.699 4.493
H -0.494 0.731 6.111
H -1.242 2.303 5.722
H -2.226 0.631 4.256
H -1.157 1.664 3.278
H -0.377 -1.969 2.547
H -1.926 -1.107 2.535
H -0.869 0.752 1.217
H 0.663 -0.167 1.180
H 0.790 -1.953 -0.314
H -0.547 -2.857 0.438
H -1.165 -3.527 -1.665
H -1.607 -1.836 -1.991
H -0.383 0.004 -1.963
H -0.017 2.063 -1.006
H -1.306 2.120 -2.239
*
```

No. 5
ORCA calculation (the ωB97M-V functional and the def2-TZVPD basis) on a structure of composition C7H8CdN2O4S.

Values from the calculation:
HOMO-LUMO gap: 0.2208 Eh

Structure (ORCA input):
```
! wB97M-V def2-TZVPD RIJCOSX def2/J DEFGRID3
* xyz 2 1
Cd 0.000 0.000 -0.371
O 0.147 3.135 0.278
C 0.093 1.989 0.086
C -0.096 -1.992 -0.075
O -0.152 -3.151 0.010
C 1.995 -0.095 -0.103
O 3.157 -0.151 -0.047
C -1.993 0.097 -0.145
O -3.156 0.152 -0.118
C 0.031 0.645 -5.193
H -0.870 1.296 -5.302
H 0.992 1.206 -5.282
C -0.031 -0.644 -5.248
H 0.873 -1.285 -5.387
H -0.988 -1.196 -5.408
N 0.000 1.167 4.257
C 0.000 0.001 3.649
N 0.000 -1.167 4.258
S -0.002 -0.008 2.135
H 0.000 1.236 5.249
H 0.000 2.090 3.754
H 0.000 -2.090 3.755
H 0.000 -1.236 5.249
*
```

No. 6
ORCA calculation (the ωB97M-V functional and the def2-TZVPD basis) on a cluster of 4 separate species, C25H55N6O2Si2 in total.

Values from the calculation:
HOMO-LUMO gap: 0.3505 Eh

Structure (ORCA input):
```
! wB97M-V def2-TZVPD RIJCOSX def2/J DEFGRID3
* xyz 1 1
C 4.761 -0.700 2.336
C 4.321 -0.478 0.874
C 4.224 -1.787 0.098
C 3.954 -1.608 -1.405
C 2.494 -1.940 -1.815
C 1.882 -0.895 -2.735
C 0.460 -1.249 -3.213
C -0.339 0.001 -3.622
N -1.235 0.568 -2.612
C -2.599 0.026 -2.531
C -3.188 -0.155 -1.148
O -2.697 -1.365 -0.570
Si -2.906 -1.560 1.097
C -4.692 -1.395 1.630
C -2.275 -3.279 1.466
C -1.876 -0.348 2.106
C -0.621 1.022 -1.453
N -0.212 0.160 -0.565
N -0.482 2.374 -1.302
C 0.306 2.878 -0.166
C 1.789 2.523 -0.279
O 2.451 3.152 0.791
Si 3.774 4.128 0.418
C 3.244 5.854 -0.096
C 4.781 4.208 1.993
C 4.849 3.376 -0.927
H 5.161 -1.706 2.425
H 5.527 0.021 2.612
H 3.924 -0.567 3.018
H 5.058 0.155 0.380
H 3.374 0.067 0.857
H 5.173 -2.310 0.226
H 3.471 -2.422 0.569
H 4.596 -2.305 -1.939
H 4.211 -0.602 -1.734
H 1.896 -2.028 -0.901
H 2.480 -2.919 -2.292
H 2.519 -0.812 -3.619
H 1.908 0.091 -2.265
H -0.064 -1.866 -2.481
H 0.577 -1.869 -4.101
H -0.958 -0.237 -4.486
H 0.357 0.761 -3.977
H -3.275 0.665 -3.105
H -2.637 -0.949 -3.017
H -4.264 -0.262 -1.299
H -3.056 0.707 -0.484
H -4.736 -0.822 2.556
H -5.351 -0.916 0.912
H -5.078 -2.382 1.877
H -1.188 -3.303 1.377
H -2.593 -3.631 2.441
H -2.645 -3.937 0.677
H -2.128 0.699 1.927
H -2.113 -0.550 3.152
H -0.802 -0.491 1.995
H -0.444 -0.811 -0.721
H 0.313 0.378 0.267
H -1.398 2.802 -1.395
H -0.080 2.519 0.793
H 0.238 3.961 -0.148
H 1.949 1.450 -0.170
H 2.157 2.815 -1.267
H 2.281 6.081 0.365
H 3.139 5.960 -1.174
H 3.971 6.574 0.273
H 4.217 4.764 2.742
H 4.855 3.187 2.372
H 5.764 4.635 1.829
H 4.638 3.759 -1.924
H 4.807 2.287 -0.943
H 5.876 3.660 -0.696
C 8.213 -1.416 4.317
C 7.941 -2.171 3.100
N 7.719 -2.759 2.142
H 9.276 -1.455 4.545
H 7.915 -0.378 4.181
H 7.654 -1.842 5.147
C -8.117 -2.583 -0.711
C -7.958 -2.430 0.729
N -7.833 -2.303 1.861
H -8.763 -3.430 -0.928
H -8.567 -1.686 -1.131
H -7.146 -2.746 -1.177
C -12.207 -1.248 0.120
C -11.792 -1.764 -1.180
N -11.465 -2.173 -2.202
H -11.339 -0.896 0.674
H -12.901 -0.422 -0.018
H -12.697 -2.035 0.689
*
```

Quick rundown of strongest force on any atom, same order as above: 16.1, 4.3, 3.3, 0.7, 11.2, 1.6 eV Å⁻¹